{
  "formula": "C24H36LaN4Se2Si2",
  "method": "ωB97M-V/def2-TZVPD",
  "elements": ["La", "Se", "Se", "Si", "Si", "N", "N", "N", "N", "C", "C", "C", "C", "C", "C", "C", "C", "C", "C", "C", "C", "C", "C", "C", "C", "C", "C", "C", "C", "C", "C", "C", "C", "H", "H", "H", "H", "H", "H", "H", "H", "H", "H", "H", "H", "H", "H", "H", "H", "H", "H", "H", "H", "H", "H", "H", "H", "H", "H", "H", "H", "H", "H", "H", "H", "H", "H", "H", "H"],
  "positions_angstrom": [[0.73412, -0.27919, -0.31983], [-3.04702, -3.62467, 0.89555], [-1.08317, -3.30968, -0.21496], [-1.49893, 1.08004, 0.92866], [0.88337, 2.52832, -1.16561], [3.61928, 0.00175, -0.96354], [2.04698, -2.72274, -1.32297], [0.82775, -2.49604, 1.66116], [-2.92579, -1.01964, 0.12731], [4.52098, -1.42455, -2.79428], [-3.66978, -1.75230, 0.82798], [-5.12492, 0.97343, 1.34997], [3.89080, -2.80148, -3.00388], [-0.48589, 3.54879, -0.26260], [-5.49460, -0.38611, 1.83455], [-4.41508, 1.01646, -0.00253], [-2.40577, 5.16008, 0.98092], [2.53494, 3.43057, -0.70191], [-0.54049, 4.92214, -0.49733], [1.98891, -3.82787, 3.26536], [1.37172, -4.97471, 2.78551], [-1.72183, 0.69296, 2.80861], [-4.88457, -1.54766, 1.58326], [1.68366, -2.61482, 2.67152], [-3.03371, 0.36948, -0.11510], [2.38855, -2.88530, -2.74978], [-2.35815, 3.80015, 1.22845], [-1.42099, 2.97593, 0.60662], [4.66317, -0.96589, -1.33792], [0.60473, 2.73732, -3.06620], [0.44429, -4.85570, 1.76172], [0.20207, -3.59068, 1.24327], [-1.49464, 5.72373, 0.10496], [0.17276, 5.38134, -1.16870], [4.59880, -1.81786, -0.65685], [-1.52080, -0.35751, 3.00563], [-4.52174, 1.47004, 2.11330], [1.61480, -5.94120, 3.19748], [0.57425, 3.79061, -3.33339], [-3.15801, 5.77395, 1.45675], [3.93660, -0.68445, -3.34401], [3.32936, 3.24806, -1.41799], [-6.04706, 1.55374, 1.25706], [-4.30692, 2.06122, -0.30441], [-1.53096, 6.78165, -0.10975], [-5.05717, 0.52832, -0.74214], [1.31990, -3.40370, -1.10161], [4.39636, -3.53991, -2.37692], [1.40253, 2.27528, -3.64043], [-6.37689, -0.41364, 2.45976], [5.51730, -1.45282, -3.23827], [4.06768, -3.09075, -4.04140], [3.64790, 0.76138, -1.64746], [1.86422, -2.11277, -3.31987], [5.65852, -0.51841, -1.20899], [2.69900, -3.87017, 4.07841], [2.36820, 4.50317, -0.67687], [2.85542, -3.01559, -0.77338], [-3.07561, 3.37716, 1.91568], [-1.03209, 1.28837, 3.40224], [2.14265, -1.69419, 3.01243], [-5.31237, -2.45332, 2.00155], [-2.72873, 0.90084, 3.15938], [-0.07306, -5.71838, 1.36757], [-0.33164, 2.29060, -3.38849], [2.89654, 3.14139, 0.28035], [2.04124, -3.85646, -3.12625], [-2.72140, 0.50450, -1.16273], [3.89041, 0.42739, -0.07466]],
  "total_charge": 1,
  "homo_ev": -9.3,
  "molar_mass_g_mol": 733.58,
  "relative_energy_kj_mol": 124.4
}